{"formula": "C3H10O4", "method": "ωB97M-V/def2-TZVPD", "elements": ["O", "O", "O", "O", "C", "C", "C", "H", "H", "H", "H", "H", "H", "H", "H", "H", "H"], "xyz": [[2.547937, 0.510181, -4.690373], [-1.695758, -0.289459, 1.278182], [-0.171925, 1.314729, 1.008329], [-3.101517, 2.565001, 0.244476], [0.212436, -2.379898, 1.186982], [-0.545681, 0.017539, 1.143835], [0.619723, -0.921476, 1.034800], [-2.766184, 3.453616, 0.064975], [-0.071335, -2.885719, 0.259024], [0.914764, -3.016859, 1.722745], [3.450162, 0.848657, -4.599961], [0.917762, -0.753983, -0.011182], [2.146927, 0.775734, -3.855649], [1.448094, -0.673392, 1.680920], [-0.733907, -2.449472, 1.735209], [-2.282613, 2.068836, 0.369492], [-0.888881, 1.815965, 1.428199]], "forces_ev_per_angstrom": [[0.4, 0.2, 0.3], [-0.1, 0.0, 0.2], [0.1, 0.2, 0.5], [0.6, 0.3, 0.1], [-1.2, -0.7, 0.3], [0.1, -0.3, 0.2], [-0.3, -0.7, -1.2], [-0.3, 0.0, -0.1], [0.5, 0.3, -0.2], [0.3, 0.3, -0.2], [-0.2, -0.2, -0.2], [0.5, 0.0, 0.3], [-0.2, -0.1, -0.1], [0.1, 0.4, 0.1], [0.2, 0.2, 0.2], [-0.5, -0.3, -0.3], [0.2, 0.2, -0.1]], "nbo_charge": [-0.931, -0.578, -0.695, -0.919, -0.625, 0.794, -0.527, 0.462, 0.218, 0.217, 0.466, 0.238, 0.465, 0.242, 0.235, 0.453, 0.484], "multiplicity": 1, "e_tot_ev": -11463.198, "relative_energy_ev": 0.552, "max_force_ha_per_bohr": 0.028, "gap_ha": 0.4166}

***

{"formula": "C3H10O4S", "method": "ωB97M-V/def2-TZVPD", "elements": ["S", "O", "O", "O", "O", "C", "C", "C", "H", "H", "H", "H", "H", "H", "H", "H", "H", "H"], "xyz": [[-0.133287, -2.613836, -2.043132], [2.521751, 0.897328, 1.075978], [-0.920113, -0.544776, 3.015276], [-0.512853, 1.652113, -1.569015], [-0.897563, 1.671610, 0.632691], [-1.149374, -0.401685, -0.600953], [0.100133, -1.177475, -0.980401], [-0.823783, 1.060848, -0.398668], [-0.400048, 2.607515, -1.429684], [-1.517010, -0.714891, 0.370087], [3.402823, 1.261735, 0.970656], [-0.188027, -0.730777, 2.418132], [0.624335, -1.538660, -0.103471], [0.852420, -0.553489, -1.452892], [2.136700, 1.254668, 1.885471], [-1.909755, -0.532727, -1.379018], [-0.076807, -1.976478, -3.218434], [-1.109542, 0.378977, 2.807378]], "forces_ev_per_angstrom": [[-0.1, -0.3, 0.0], [-0.4, -0.3, -0.1], [0.1, 0.2, -0.2], [0.1, 0.2, -0.2], [0.2, 0.0, 0.4], [0.1, 0.3, 0.3], [0.8, 0.0, -0.1], [-0.6, 0.1, -0.7], [0.1, -0.2, 0.2], [-0.3, -0.4, -0.1], [0.0, 0.1, 0.2], [0.1, -0.2, 0.1], [-0.1, -0.2, 0.3], [-0.1, 0.2, -0.2], [0.3, 0.1, -0.2], [0.1, 0.3, 0.3], [0.0, 0.1, 0.0], [-0.2, 0.0, 0.0]], "nbo_charge": [-0.026, -0.953, -0.939, -0.690, -0.611, -0.537, -0.527, 0.814, 0.498, 0.244, 0.476, 0.461, 0.228, 0.237, 0.478, 0.247, 0.120, 0.480], "multiplicity": 1, "e_tot_ev": -22298.772, "relative_energy_ev": 0.000, "max_force_ha_per_bohr": 0.018, "gap_ha": 0.3559}

***

{"formula": "C3H10O5", "method": "ωB97M-V/def2-TZVPD", "elements": ["O", "O", "O", "O", "O", "C", "C", "C", "H", "H", "H", "H", "H", "H", "H", "H", "H", "H"], "xyz": [[0.264727, 0.425767, 0.695237], [0.460631, 2.408720, 2.748956], [-1.235487, -1.407148, -2.037306], [0.701902, -1.721304, -3.104179], [-2.369554, -0.217307, 2.173066], [0.577044, 0.180843, -1.726400], [-0.099912, -1.067700, -2.221293], [1.167882, -0.028479, -0.322116], [1.371258, -1.087153, -0.145068], [0.077948, 1.639512, 3.185364], [-2.477462, -0.964547, 2.760912], [2.057614, 0.557164, -0.109474], [-0.056466, 1.059406, -1.716142], [-0.577859, -0.034063, 0.783522], [-2.698726, 0.597193, 2.564467], [1.441780, 0.286603, -2.367424], [1.049945, 1.972962, 2.125882], [0.344735, -2.600469, -3.288003]], "forces_ev_per_angstrom": [[0.5, 0.3, 0.1], [0.1, -0.1, 0.4], [0.0, -0.2, 0.6], [0.6, -0.2, 0.5], [0.4, 0.1, -0.7], [1.2, -0.6, 0.5], [-0.7, 0.6, -1.2], [-1.7, -0.2, 1.0], [0.3, 0.0, -0.2], [-0.1, 0.1, 0.1], [-0.2, 0.2, 0.4], [0.2, 0.0, -0.5], [-0.2, 0.0, -0.2], [0.0, -0.3, -0.3], [-0.1, -0.3, 0.3], [0.0, 0.5, -0.4], [-0.1, 0.1, -0.3], [-0.3, 0.1, 0.0]], "nbo_charge": [-0.766, -0.940, -0.580, -0.698, -0.963, -0.549, 0.791, -0.042, 0.168, 0.462, 0.481, 0.187, 0.252, 0.503, 0.486, 0.235, 0.478, 0.495], "multiplicity": 1, "e_tot_ev": -13510.631, "relative_energy_ev": 0.249, "max_force_ha_per_bohr": 0.038, "gap_ha": 0.4067}

***

{"formula": "C3H10OP2", "method": "ωB97M-V/def2-TZVPD", "elements": ["P", "P", "O", "C", "C", "C", "H", "H", "H", "H", "H", "H", "H", "H", "H", "H"], "xyz": [[-2.608323, 0.167508, -1.544385], [0.049266, -1.542238, -0.798257], [1.224231, 2.186139, 0.618523], [-1.680460, -1.089968, -0.350551], [2.651199, 0.917915, 2.009749], [1.900234, 1.069388, 0.927964], [3.194892, 0.040687, 2.250427], [0.265669, -0.601982, -1.774377], [1.313944, 2.829528, 1.460065], [-2.550558, -0.543733, -2.768233], [-4.004638, -0.273510, -1.311824], [1.929890, 0.355383, 0.104443], [-1.588195, -0.760051, 0.689214], [-2.431177, -1.939921, -0.472524], [-0.295990, -2.471035, -1.814292], [2.630019, 1.655891, 2.774059]], "forces_ev_per_angstrom": [[-0.3, -0.3, 1.1], [-0.4, -1.1, -0.1], [-0.3, 2.5, 2.7], [-2.0, -0.3, -1.3], [-0.7, -0.1, -0.1], [1.3, -0.5, -0.3], [0.3, -0.7, -0.2], [0.3, 0.9, -0.6], [-0.4, -2.0, -2.9], [0.2, -0.3, 0.2], [1.2, 0.3, 0.0], [-0.3, 0.1, 0.3], [-0.7, 0.2, -0.3], [1.6, 0.6, 0.8], [0.1, -0.1, 0.1], [0.0, 0.7, 0.6]], "nbo_charge": [0.269, 0.320, -0.668, -0.978, -0.548, 0.161, 0.214, -0.037, 0.474, -0.024, -0.022, 0.185, 0.243, 0.257, -0.027, 0.180], "multiplicity": 1, "e_tot_ev": -23895.446, "relative_energy_ev": 2.585, "max_force_ha_per_bohr": 0.072, "gap_ha": 0.3614}